## 1
Formula: CH2O2S
Source: the Open Molecules 2025 dataset
Level of theory: ωB97M-V with the def2-TZVPD basis set

The LUMO energy comes out at 0.0099 Eh. The HOMO energy comes out at -8.67 eV.

Geometry (Å):
C (0.9349, 0.9983, 0.1333)
O (1.1188, 2.1732, 0.1973)
O (-0.8649, -1.4362, -0.0511)
S (-1.2060, 0.2199, 0.1661)
H (1.5126, 0.0562, 0.0279)
H (-1.4954, -2.0114, -0.4736)

Charges in e, computed with Löwdin, in the same order as the atoms: atom 1 (C): -0.247, atom 2 (O): 0.038, atom 3 (O): -0.577, atom 4 (S): 0.681, atom 5 (H): 0.091, atom 6 (H): 0.014



## 2
Formula: CH2O2S
Source: the Open Molecules 2025 dataset
Level of theory: ωB97M-V with the def2-TZVPD basis set

The SMILES is O=S1#CO1.[H][H]. The LUMO energy comes out at -0.0133 Eh. The HOMO energy comes out at -9.45 eV.

Geometry (Å):
C (-0.0392, -0.1212, 0.4509)
O (2.6026, 0.1648, 0.0563)
O (0.2724, 0.7726, 1.2322)
S (1.7184, -0.3756, 1.0615)
H (-1.9368, -0.2301, -1.4725)
H (-2.6173, -0.2104, -1.3284)

Charges in e, computed with Löwdin, in the same order as the atoms: atom 1 (C): -0.218, atom 2 (O): -0.515, atom 3 (O): -0.210, atom 4 (S): 0.937, atom 5 (H): -0.010, atom 6 (H): 0.017



Verdict on stability: 1 comes out on top.



## 1
Formula: CH2O2S
Source: the Open Molecules 2025 dataset
Level of theory: ωB97M-V with the def2-TZVPD basis set

The SMILES is OC(O)=S. The LUMO energy comes out at 0.0085 Eh. The HOMO energy comes out at -8.85 eV.

Geometry (Å):
C (-0.3395, -0.0027, -0.0783)
H (-0.6727, -1.8041, 0.2369)
H (-1.6099, 1.1452, 0.1148)
O (-1.2700, -0.9342, -0.0164)
O (-0.7171, 1.2094, 0.0188)
S (1.2635, -0.0954, 0.0062)

Charges in e, computed with Löwdin, in the same order as the atoms: atom 1 (C): -1.096, atom 2 (H): 0.203, atom 3 (H): 0.074, atom 4 (O): 0.029, atom 5 (O): 0.064, atom 6 (S): 0.725



## 2
Formula: CH2O2S
Source: the Open Molecules 2025 dataset
Level of theory: ωB97M-V with the def2-TZVPD basis set

The SMILES is C1OOS1. The LUMO energy comes out at -0.0051 Eh. The HOMO energy comes out at -8.77 eV.

Geometry (Å):
C (-0.4111, 0.0133, 0.1978)
O (-1.2448, 1.3057, -0.0853)
O (-2.5315, 0.6877, 0.0796)
S (-2.0049, -0.8906, -0.0410)
H (0.2280, 0.0085, -0.5506)
H (0.1314, -0.0084, 1.2513)

Charges in e, computed with Löwdin, in the same order as the atoms: atom 1 (C): -0.314, atom 2 (O): -0.207, atom 3 (O): -0.507, atom 4 (S): 0.895, atom 5 (H): 0.006, atom 6 (H): 0.127



## 3
Formula: CH2O2S
Source: the Open Molecules 2025 dataset
Level of theory: ωB97M-V with the def2-TZVPD basis set

The SMILES is O=C=S.O. The LUMO energy comes out at 0.0241 Eh. The HOMO energy comes out at -10.50 eV.

Geometry (Å):
C (1.7278, -0.0524, 0.0641)
O (-1.4151, 0.0852, 0.0773)
O (1.4320, -1.1805, -0.0044)
S (2.1639, 1.4171, 0.0517)
H (-2.2031, 0.5017, 0.0769)
H (-1.7055, -0.7711, -0.2656)

Charges in e, computed with Löwdin, in the same order as the atoms: atom 1 (C): -0.905, atom 2 (O): -0.009, atom 3 (O): 0.086, atom 4 (S): 0.803, atom 5 (H): -0.030, atom 6 (H): 0.056



## 4
Formula: CH2O2S
Source: the Open Molecules 2025 dataset
Level of theory: ωB97M-V with the def2-TZVPD basis set

The LUMO energy (alpha / beta) comes out at -0.0465 / -0.0465 Eh. The HOMO energy (alpha / beta) comes out at -7.97 / -7.97 eV.

Geometry (Å):
C (1.1586, -0.5105, -0.7059)
O (-0.8362, 0.4094, 0.9127)
O (-0.9674, 0.3460, -0.5030)
S (1.6916, -0.1182, 0.6369)
H (0.6899, -0.4288, -1.6632)
H (-1.7365, 0.3023, 1.3224)

Charges in e, computed with Löwdin, in the same order as the atoms: atom 1 (C): -0.398, atom 2 (O): -0.333, atom 3 (O): -0.348, atom 4 (S): 0.951, atom 5 (H): 0.030, atom 6 (H): 0.099



Verdict on stability: 3 comes out on top.



## 1
Formula: C3H8NS
Source: the Open Molecules 2025 dataset
Level of theory: ωB97M-V with the def2-TZVPD basis set

The LUMO energy comes out at -0.2054 Eh. The total charge is +1. The HOMO energy comes out at -13.73 eV.

Geometry (Å):
C (1.7111, 1.7845, -0.7896)
C (-0.6720, 0.3965, 0.9386)
C (-0.6039, -1.8842, -0.1568)
N (-0.9726, -0.3933, -0.1017)
S (1.0098, 1.6963, 0.6577)
H (2.4919, 2.5410, -0.7973)
H (1.4615, 1.3270, -1.7110)
H (-1.1307, 1.2589, 1.1070)
H (-0.3491, -0.0779, 1.8968)
H (-1.3482, -2.4343, 0.5733)
H (-0.4526, -2.2442, -1.1319)
H (0.3107, -2.0129, 0.3660)
H (-1.4559, 0.0427, -0.8510)

Charges in e, computed with Löwdin, in the same order as the atoms: atom 1 (C): -0.290, atom 2 (C): -0.245, atom 3 (C): -0.003, atom 4 (N): -0.080, atom 5 (S): 1.006, atom 6 (H): 0.037, atom 7 (H): 0.036, atom 8 (H): 0.013, atom 9 (H): 0.128, atom 10 (H): 0.138, atom 11 (H): 0.068, atom 12 (H): 0.062, atom 13 (H): 0.131



## 2
Formula: C3H8NS
Source: the Open Molecules 2025 dataset
Level of theory: ωB97M-V with the def2-TZVPD basis set

The LUMO energy comes out at -0.1793 Eh. The total charge is +1. The HOMO energy comes out at -13.80 eV.

Geometry (Å):
C (0.6892, 0.7854, 0.7125)
C (0.5386, 0.8675, -0.7747)
C (-0.2437, -0.0573, -0.0955)
N (0.2137, -1.5122, -0.0588)
S (-2.5577, -0.0395, -0.2796)
H (1.6069, 0.2402, 1.2851)
H (0.3852, 1.5961, 1.3683)
H (0.0933, 1.8092, -1.0837)
H (1.3219, 0.3383, -1.3731)
H (-0.3549, -2.0925, -0.6821)
H (-0.1077, -1.7463, 0.8360)
H (1.2928, -1.3037, -0.1667)
H (-2.8775, 1.1150, 0.3125)

Charges in e, computed with Löwdin, in the same order as the atoms: atom 1 (C): -0.084, atom 2 (C): -0.130, atom 3 (C): -0.519, atom 4 (N): 0.220, atom 5 (S): 0.619, atom 6 (H): 0.172, atom 7 (H): 0.116, atom 8 (H): 0.140, atom 9 (H): 0.145, atom 10 (H): 0.169, atom 11 (H): 0.131, atom 12 (H): 0.221, atom 13 (H): -0.199



Verdict on stability: 1 comes out on top.